Record 1
The following is a DFT calculation (the ωB97M-V functional and the def2-TZVPD basis) of 5 unconnected molecules or ions with the total composition C9H28O5 at a distorted geometry.

Last column: Mulliken charge in e.
Cartesian coordinates (Å):
C (21.7522, 5.3125, 26.7856)  -1.25
C (20.7240, 4.9756, 25.6925)  0.54
C (19.6158, 5.9731, 25.5490)  -1.34
O (21.5157, 4.8285, 24.5227)  -0.58
H (22.5406, 4.5757, 26.9394)  0.29
H (21.2005, 5.5902, 27.6837)  0.36
H (22.1535, 6.2960, 26.5412)  0.35
H (20.2434, 4.0210, 25.9062)  0.23
H (18.8651, 5.7587, 26.3096)  0.39
H (18.9308, 5.7374, 24.7346)  0.37
H (19.8098, 7.0442, 25.6038)  0.30
H (22.0109, 5.6064, 24.2557)  0.34
C (24.0389, -1.5076, 27.4018)  -1.27
C (23.6995, -2.9776, 27.3342)  0.67
C (22.8574, -3.5850, 28.5290)  -1.20
O (22.8003, -3.1672, 26.1868)  -0.58
H (23.3046, -0.9104, 26.8612)  0.29
H (24.9936, -1.2561, 26.9398)  0.32
H (24.2202, -1.0733, 28.3850)  0.33
H (24.6346, -3.5301, 27.2429)  0.18
H (22.8386, -2.9550, 29.4184)  0.28
H (23.1931, -4.4988, 29.0191)  0.36
H (21.8383, -3.8641, 28.2613)  0.32
H (22.5113, -4.0820, 26.2186)  0.28
C (18.6016, 5.6214, 17.5385)  -1.19
C (18.3475, 4.2703, 18.2137)  0.59
C (16.8877, 3.9458, 18.5634)  -1.32
O (18.6299, 3.3625, 17.2332)  -0.57
H (17.6588, 6.1446, 17.3783)  0.29
H (19.1720, 5.7822, 16.6236)  0.35
H (19.0741, 6.2781, 18.2689)  0.28
H (18.9152, 4.0619, 19.1205)  0.27
H (16.6931, 2.8742, 18.6069)  0.34
H (16.1399, 4.3616, 17.8880)  0.29
H (16.5981, 4.1551, 19.5931)  0.34
H (18.5679, 2.4384, 17.4858)  0.31
O (19.9908, -0.6294, 22.7282)  -0.64
H (20.4117, -1.3075, 23.2566)  0.32
H (20.5682, 0.1299, 22.8080)  0.32
O (15.4614, -0.0288, 24.6614)  -0.64
H (16.3651, -0.1748, 24.3818)  0.33
H (15.0007, 0.2248, 23.8616)  0.32

Results
- electronic energy (Eh) = -735.807600
- 2S+1 = 1
- relative energy (zero: lowest compared OMol25 entry of this formula, charge and spin) (kcal per mole) = 51.2
- charge = 0

---

Record 2
The following is a DFT calculation (the ωB97M-V functional and the def2-TZVPD basis) of a molecular structure, C9H28O5 at a distorted geometry.

Last column: Mulliken charge in e.
Cartesian coordinates (Å):
C (1.1881, -1.2678, 0.3816)  -1.16
O (-0.1222, -0.7569, 0.5591)  -0.57
H (1.2510, -2.2186, -0.1476)  0.31
H (1.7638, -0.4674, -0.0832)  0.60
H (1.4993, -1.4588, 1.4086)  0.33
H (-0.1307, 0.1047, 0.9823)  1.46
C (1.7451, -0.5804, -2.1897)  -0.30
C (2.6528, 0.3021, -3.0761)  -0.61
O (3.6175, -0.5565, -3.5699)  -0.49
H (2.3373, -1.0951, -1.4331)  0.42
H (1.2108, -1.3391, -2.7616)  0.28
H (0.9010, -0.0515, -1.7470)  -0.21
H (3.1470, 1.1106, -2.5375)  0.23
H (2.0403, 0.7955, -3.8307)  0.32
H (3.5791, -0.3632, -4.5095)  0.34
C (-0.5912, -1.8683, 3.0116)  -0.65
C (-1.8028, -0.9600, 3.3609)  -0.40
O (-2.4943, -0.4943, 2.2109)  -0.71
H (-1.0425, -2.6776, 2.4377)  0.28
H (-0.0150, -2.1819, 3.8821)  0.47
H (-0.0022, -1.3916, 2.2281)  -0.12
H (-1.4104, -0.1256, 3.9421)  0.15
H (-2.4957, -1.4505, 4.0445)  0.45
H (-1.9169, 0.1807, 1.8468)  0.72
C (-1.3688, -0.0170, -2.7435)  -1.58
C (-1.3093, 0.4755, -1.2302)  -0.18
O (0.0004, 0.5253, -0.8043)  -1.54
H (-2.3871, 0.2011, -3.0654)  0.51
H (-1.3335, -1.1025, -2.8358)  0.32
H (-0.7039, 0.4340, -3.4801)  0.25
H (-1.9318, -0.1252, -0.5671)  0.43
H (-1.6908, 1.4896, -1.1110)  0.34
H (0.2132, -0.0839, -0.0935)  0.20
C (0.0123, 2.4233, 0.7840)  -0.84
C (-1.1187, 1.6192, 1.3504)  -0.62
O (-0.5480, 0.5391, 1.9868)  -0.41
H (-0.3362, 3.4049, 0.4627)  0.40
H (0.3347, 1.9544, -0.1457)  0.10
H (0.8427, 2.7326, 1.4187)  0.34
H (-1.8896, 1.4071, 0.6096)  0.33
H (-1.5345, 2.0714, 2.2508)  0.41
H (-0.1600, 0.8628, 2.8031)  0.41

Results
- electronic energy (Eh) = -735.372436
- 2S+1 = 1
- relative energy (zero: lowest compared OMol25 entry of this formula, charge and spin) (kcal per mole) = 324.3
- charge = 0

---

Record 3
The following is a DFT calculation (the ωB97M-V functional and the def2-TZVPD basis) of a molecular structure, C9H29AsN5O2PdSi2Te.

Last column: Mulliken charge in e.
Cartesian coordinates (Å):
Pd (-0.1160, 1.6332, -0.0787)  0.28
N (2.0626, 1.4475, -1.9020)  -0.42
N (3.1055, 0.9749, -1.1121)  -0.27
C (2.8914, 0.4107, 0.1026)  0.75
N (3.9536, -0.1533, 0.6728)  -0.40
N (1.6527, 0.4751, 0.5954)  -0.22
N (1.3844, -0.1603, 1.7988)  0.92
O (0.2075, -0.3419, 2.0217)  -0.56
O (2.2747, -0.4637, 2.5779)  -0.74
H (1.9864, 0.9103, -2.7579)  0.29
H (2.2095, 2.4246, -2.1147)  0.25
H (4.0379, 0.9314, -1.4943)  0.15
H (4.8273, -0.2151, 0.1801)  0.15
H (3.8681, -0.4833, 1.6224)  0.22
C (2.0247, 3.9395, 0.6622)  -1.10
Si (0.2670, 3.5116, 1.1749)  0.88
C (-0.7498, 5.0655, 0.9290)  -1.26
C (0.2251, 3.0222, 2.9808)  -1.02
As (-2.3008, 2.4839, -0.3877)  -0.35
Si (-2.3881, 1.6966, -2.6364)  0.46
C (-1.6264, 3.1041, -3.6038)  -1.01
C (-4.1682, 1.4075, -3.1322)  -1.03
C (-1.4138, 0.1123, -2.8792)  -0.74
H (2.3874, 4.7625, 1.2854)  0.41
H (2.0501, 4.2784, -0.3756)  0.23
H (2.7296, 3.1170, 0.7794)  0.23
H (-0.2600, 5.9010, 1.4371)  0.35
H (-1.7563, 4.9679, 1.3370)  0.36
H (-0.8399, 5.3274, -0.1271)  0.35
H (0.5294, 3.8885, 3.5763)  0.40
H (0.9100, 2.2048, 3.2137)  0.27
H (-0.7728, 2.7276, 3.3064)  0.21
H (-2.1930, 4.0278, -3.4723)  0.32
H (-1.6020, 2.8787, -4.6724)  0.37
H (-0.6027, 3.2877, -3.2703)  0.23
H (-4.7953, 2.2653, -2.8827)  0.32
H (-4.5822, 0.5236, -2.6405)  0.27
H (-4.2422, 1.2383, -4.2090)  0.36
H (-0.3661, 0.2586, -2.6034)  0.00
H (-1.4524, -0.2026, -3.9251)  0.39
H (-1.8062, -0.7089, -2.2759)  0.31
C (-5.2575, 0.8389, 0.6314)  -1.02
Te (-3.2086, 0.2787, 0.6222)  0.32
C (-2.8953, 0.7393, 2.6599)  -0.91
H (-5.3208, 1.8551, 1.0122)  0.36
H (-5.8203, 0.1474, 1.2537)  0.39
H (-5.6192, 0.8000, -0.3929)  0.29
H (-3.5264, 0.0823, 3.2538)  0.46
H (-3.1513, 1.7829, 2.8235)  0.33
H (-1.8463, 0.5585, 2.8751)  0.16

Results
- electronic energy (Eh) = -3994.985940
- 2S+1 = 1
- relative energy (zero: lowest compared OMol25 entry of this formula, charge and spin) (kcal per mole) = 0.0
- charge = +1

---

Record 4
The following is a DFT calculation (the ωB97M-V functional and the def2-TZVPD basis) of 6 unconnected molecules or ions with the total composition C9H29N2O6 at a distorted geometry.

Last column: Mulliken charge in e.
Cartesian coordinates (Å):
O (-0.3900, -0.8123, 0.7065)  -1.16
H (-0.5965, -0.4878, -0.1739)  0.13
C (2.9701, -0.3618, 2.6546)  0.45
O (3.8601, -0.4181, 3.4965)  -0.72
N (1.6549, -0.6639, 2.8782)  -0.22
N (3.2617, -0.1559, 1.3277)  -0.32
H (1.0076, -0.4445, 2.1267)  0.03
H (1.3779, -0.6095, 3.8417)  0.28
H (4.2159, -0.2249, 1.0339)  0.21
H (2.5316, -0.2188, 0.6388)  0.24
C (0.0574, 2.3847, 4.1076)  -1.35
C (-0.3769, 2.0810, 2.6772)  0.21
O (-1.2960, 1.0208, 2.6128)  -0.58
H (0.1817, 1.4301, 4.6164)  0.28
H (-0.7454, 2.8928, 4.6552)  0.37
H (0.9124, 3.0586, 4.1109)  0.33
H (0.5492, 1.7531, 2.1831)  0.11
H (-0.7266, 2.9756, 2.1523)  0.24
H (-0.9870, 0.3215, 1.9935)  0.38
C (1.4589, -0.9342, -3.6106)  -1.38
C (1.0939, -0.3919, -2.2527)  0.23
O (1.4558, -1.3769, -1.2805)  -0.58
H (0.8738, -1.8336, -3.8018)  0.24
H (2.5160, -1.1526, -3.7731)  0.36
H (1.2464, -0.2066, -4.4016)  0.37
H (0.0061, -0.3079, -2.1473)  0.14
H (1.5283, 0.5897, -2.0351)  0.31
H (1.0012, -1.1869, -0.4270)  0.42
C (-2.3193, 3.2672, -1.7198)  -1.36
C (-1.8048, 2.5898, -0.4700)  0.17
O (-2.0687, 1.1928, -0.5568)  -0.53
H (-1.9529, 4.2863, -1.8440)  0.38
H (-3.4111, 3.2547, -1.7739)  0.31
H (-2.0106, 2.6914, -2.5966)  0.30
H (-2.2304, 3.0402, 0.4293)  0.19
H (-0.7069, 2.5610, -0.5025)  0.24
H (-1.4315, 0.6505, -0.0524)  0.12
C (-0.6246, -4.1028, -1.7709)  -0.90
C (-1.7002, -3.0466, -1.9256)  -0.09
O (-2.0538, -2.4761, -0.6730)  -0.59
H (-0.5459, -4.6550, -2.7155)  0.33
H (-0.8226, -4.7663, -0.9307)  0.33
H (0.3558, -3.6526, -1.6069)  0.15
H (-2.6138, -3.4554, -2.3600)  0.35
H (-1.3616, -2.2005, -2.5374)  0.06
H (-1.3395, -1.8986, -0.3033)  0.53

Results
- electronic energy (Eh) = -921.311817
- 2S+1 = 1
- relative energy (zero: lowest compared OMol25 entry of this formula, charge and spin) (kcal per mole) = 13.3
- charge = -1